{
  "formula": "C14H11ClN4O2OsS",
  "method": "ωB97M-V/def2-TZVPD",
  "symbols": ["Os", "N", "C", "S", "N", "N", "C", "C", "C", "C", "C", "C", "N", "H", "H", "H", "H", "H", "H", "H", "Cl", "C", "C", "C", "C", "O", "C", "C", "O", "C", "H", "H", "H", "H"],
  "xyz": [[0.042, -0.537, -1.408], [2.088, -4.226, -2.265], [1.272, -3.237, -1.926], [1.804, -1.597, -2.386], [0.149, -3.525, -1.311], [-0.579, -2.406, -1.043], [-1.726, -2.511, -0.456], [-2.491, -1.284, -0.223], [-3.748, -1.290, 0.341], [-4.425, -0.083, 0.482], [-3.826, 1.088, 0.052], [-2.559, 1.026, -0.503], [-1.897, -0.127, -0.630], [2.951, -4.052, -2.752], [1.832, -5.178, -2.053], [-2.096, -3.491, -0.177], [-4.194, -2.223, 0.657], [-5.415, -0.064, 0.917], [-4.329, 2.041, 0.134], [-2.057, 1.913, -0.866], [3.788, 4.480, 2.675], [2.948, 3.154, 2.081], [2.731, 2.022, 2.906], [2.050, 0.953, 2.420], [1.539, 0.932, 1.064], [0.929, -0.086, 0.667], [1.767, 2.116, 0.239], [1.272, 2.253, -1.116], [0.646, 1.389, -1.738], [2.456, 3.185, 0.756], [3.117, 2.029, 3.916], [1.874, 0.071, 3.021], [1.454, 3.198, -1.633], [2.635, 4.068, 0.154]],
  "lowdin_charge": [1.3779, 0.1368, -0.7582, 0.6590, 0.0315, -0.2378, 0.0030, -0.2361, 0.0344, 0.0147, 0.0011, -0.0738, -0.0751, 0.1124, 0.1352, 0.1555, 0.1385, 0.1360, 0.1302, 0.1239, 0.8891, -0.6106, -0.0317, 0.0739, -0.2944, -0.0638, -0.0876, -0.0990, -0.1703, 0.0060, 0.1344, 0.1441, 0.1625, 0.1381],
  "total_charge": 2,
  "molar_mass_g_mol": 525.018,
  "total_energy_ha": -1858.05059,
  "spin_multiplicity": 5,
  "e_homo_ev": [-14.769, -14.957]
}